# 1
Entry from the OMol25 dataset: a single C4H12N2O molecule at a distorted geometry (ωB97M-V with the def2-TZVPD basis set).

Cartesian coordinates (Å):
1 N 1.475 1.499 0.489
2 C 0.666 0.372 -0.132
3 C -0.310 0.837 -1.154
4 C -1.110 -0.426 -1.470
5 O -0.689 -1.803 -1.692
6 C -0.251 -0.241 1.030
7 N 0.630 -0.542 2.144
8 H 1.576 1.128 1.514
9 H 2.437 1.384 0.142
10 H 1.474 -0.367 -0.495
11 H 0.122 1.145 -2.082
12 H -1.137 1.520 -0.885
13 H -1.789 -0.080 -2.276
14 H -1.918 -0.320 -0.658
15 H 0.220 -1.686 -1.848
16 H -0.809 -1.201 0.688
17 H -1.174 0.485 1.325
18 H 0.520 -1.553 2.461
19 H 0.066 -0.152 2.899

Output
Kohn-Sham gap = 10.199 eV
SMILES string = NC[C@H](N)CCO
E_LUMO = 0.840 eV
2S+1 = 1
E_tot = -9367.7582 eV
relative energy (zero: lowest compared OMol25 entry of this formula, charge and spin) = 3.436 eV

---

# 2
Entry from the OMol25 dataset: a single C4H12N2O molecule at a distorted geometry (ωB97M-V with the def2-TZVPD basis set).

Cartesian coordinates (Å):
1 C -0.258 -0.470 -0.067
2 N 0.967 -0.287 0.766
3 C 2.188 -0.953 0.282
4 O 2.064 -2.346 0.407
5 C -0.823 0.942 -0.292
6 C -2.112 0.794 -1.092
7 N -1.108 1.732 0.922
8 H 0.072 -0.980 -0.966
9 H -1.090 -1.112 0.250
10 H 0.925 -0.672 1.705
11 H 2.336 -0.561 -0.734
12 H 2.970 -0.581 0.966
13 H 2.731 -2.731 -0.144
14 H -0.090 1.520 -0.841
15 H -2.902 0.271 -0.553
16 H -2.392 1.783 -1.459
17 H -1.915 0.154 -1.968
18 H -0.326 2.345 1.076
19 H -1.238 1.154 1.742

Output
Kohn-Sham gap = 9.950 eV
SMILES string = C[C@@H](N)CNCO
E_LUMO = 0.873 eV
2S+1 = 1
E_tot = -9369.5147 eV
relative energy (zero: lowest compared OMol25 entry of this formula, charge and spin) = 1.679 eV

---

# 3
Entry from the OMol25 dataset: 2 unconnected molecules or ions with the total composition C4H12N2O at a distorted geometry (ωB97M-V with the def2-TZVPD basis set).

Cartesian coordinates (Å):
1 C -0.645 -2.094 -0.992
2 C 0.732 -1.566 -0.584
3 C 0.520 -0.278 0.216
4 C -0.813 -0.027 2.188
5 N 0.170 -0.437 1.565
6 N -1.245 -2.750 0.214
7 H -0.453 -2.831 -1.804
8 H -1.366 -1.392 -1.437
9 H 1.490 -2.248 -0.039
10 H 1.288 -1.138 -1.457
11 H -0.209 0.265 -0.366
12 H 1.376 0.318 0.345
13 H -1.586 0.481 1.596
14 H -0.827 0.400 3.294
15 H -1.109 -3.722 0.125
16 H -2.139 -2.296 0.557
17 H 0.781 6.471 -1.392
18 H 0.839 5.469 -2.540
19 O 1.335 5.790 -1.788

Output
Kohn-Sham gap (spin up / spin down) = 8.828 / 4.625 eV
E_LUMO (spin up / spin down) = -4.788 / -8.460 eV
2S+1 = 2
net charge = +1
⟨S²⟩ = 0.76
E_tot = -9359.1610 eV
relative energy (zero: lowest compared OMol25 entry of this formula, charge and spin) = 3.256 eV

---

# 4
Entry from the OMol25 dataset: 2 unconnected molecules or ions with the total composition C4H12N2O at a distorted geometry (ωB97M-V with the def2-TZVPD basis set).

Cartesian coordinates (Å):
1 C 1.349 0.319 1.630
2 C 0.731 0.360 0.133
3 C -0.593 -0.381 0.218
4 N -2.957 -2.472 -0.184
5 C -2.356 -1.459 -1.095
6 N -1.540 -0.500 -0.899
7 H 0.892 -0.429 2.283
8 H 2.521 -0.139 1.546
9 H 1.613 1.305 2.098
10 H 0.500 1.270 -0.343
11 H 1.391 -0.236 -0.666
12 H -1.085 0.469 0.819
13 H -0.624 -1.258 0.860
14 H -2.660 -3.434 -0.534
15 H -2.744 -2.104 0.762
16 H -2.528 -1.561 -2.177
17 H 2.681 3.830 -0.761
18 H 2.568 2.738 -1.930
19 O 2.841 3.682 -1.761

Output
Kohn-Sham gap (spin up / spin down) = 9.286 / 5.302 eV
E_LUMO (spin up / spin down) = -4.535 / -8.520 eV
2S+1 = 2
net charge = +1
⟨S²⟩ = 0.76
E_tot = -9358.7066 eV
relative energy (zero: lowest compared OMol25 entry of this formula, charge and spin) = 3.711 eV

---

# 5
Entry from the OMol25 dataset: 2 unconnected molecules or ions with the total composition C4H12N2O2 at a distorted geometry (ωB97M-V with the def2-TZVPD basis set).

Cartesian coordinates (Å):
1 C 0.330 -0.263 0.439
2 C -1.003 -0.649 -0.276
3 C -0.641 -1.729 -1.234
4 O -0.041 -1.458 -2.269
5 N 0.177 0.891 1.278
6 C 0.397 0.794 2.715
7 N 1.678 1.194 3.229
8 H 1.126 -0.209 -0.309
9 H 0.750 -1.097 1.040
10 H -1.868 -0.758 0.374
11 H -1.293 0.228 -0.869
12 H -0.673 -2.812 -1.036
13 H 0.498 1.730 0.824
14 H -0.364 1.440 3.164
15 H 0.265 -0.238 3.038
16 H 2.439 0.536 3.167
17 H 2.032 2.078 2.909
18 H -0.933 0.145 -2.926
19 H -0.517 0.451 -4.348
20 O -1.059 0.818 -3.645

Output
Kohn-Sham gap = 9.577 eV
SMILES string = NCNCCC=O.O
E_LUMO = 0.721 eV
2S+1 = 1
E_tot = -11416.6794 eV
relative energy (zero: lowest compared OMol25 entry of this formula, charge and spin) = 2.537 eV

---

# 6
Entry from the OMol25 dataset: 2 unconnected molecules or ions with the total composition C4H12N2O2 at a distorted geometry (ωB97M-V with the def2-TZVPD basis set).

Cartesian coordinates (Å):
1 C 1.091 -1.458 -1.740
2 N 0.256 -0.381 -1.969
3 C -1.142 -0.298 0.092
4 C -0.239 0.445 -0.859
5 C 0.860 1.258 -0.131
6 N 0.346 2.451 0.501
7 O 1.739 -1.607 -0.723
8 H 1.025 -2.363 -2.379
9 H 0.349 -0.029 -2.908
10 H -0.744 -1.289 0.399
11 H -2.120 -0.659 -0.230
12 H -1.268 0.361 0.964
13 H -0.778 1.227 -1.418
14 H 1.496 0.647 0.522
15 H 1.600 1.521 -0.902
16 H 0.104 2.224 1.445
17 H -0.257 3.018 -0.075
18 H -1.509 -1.976 3.446
19 H -0.129 -1.594 2.605
20 O -0.681 -1.499 3.360

Output
Kohn-Sham gap = 9.755 eV
SMILES string = C[C@@H](CN)NC=O.O
E_LUMO = 0.805 eV
2S+1 = 1
E_tot = -11417.0146 eV
relative energy (zero: lowest compared OMol25 entry of this formula, charge and spin) = 2.202 eV

---

Question: What is the E_tot in the fourth record?
Answer: -9358.7066 eV

---

Question: Which formula does entry 1 have?
Answer: C4H12N2O